Version P
One molecule with the formula C6H8O2. Source: the Open Molecules 2025 dataset; level of theory: wB97M-V/def2-TZVPD.

Geometry (Å):
C 2.06960 -0.86689 0.05952
O 0.86892 -1.64153 -0.03018
C -0.18562 -0.94071 -0.02286
O -1.23551 -1.76508 -0.02419
C -2.37236 -0.97076 -0.00432
C -1.91079 0.33462 0.09639
C -0.52090 0.35226 0.01745
C 0.32614 1.64486 -0.05584
H 2.90733 -1.57921 0.38083
H 1.90630 -0.06458 0.78692
H 2.29597 -0.47957 -0.98265
H -3.31923 -1.40232 -0.09455
H -2.51836 1.27837 0.07595
H 0.72564 1.99410 0.99548
H -0.29127 2.51179 -0.45388
H 1.25412 1.59465 -0.74408

Calculated values
Highest occupied orbital energy (eV): -7.676
SMILES string: COc1occc1C
Multiplicity: 1
Frontier orbital gap (eV): 8.553

Atomic partial charges in e from the Löwdin method, atoms 1 to 8: number 1, C, carries -0.035; number 2, O, carries 0.010; number 3, C, carries -0.440; number 4, O, carries 0.089; number 5, C, carries -0.066; number 6, C, carries -0.053; number 7, C, carries -0.238; number 8, C, carries -0.069

---

Version Q
A 3-piece molecular cluster, C6H8O2 overall. Source: the Open Molecules 2025 dataset; level of theory: wB97M-V/def2-TZVPD.

Geometry (Å):
C -1.73469 -0.72242 0.04993
C -0.48672 -0.39409 0.02738
C 0.74806 -0.99488 -0.27960
C 1.80437 -0.01062 -0.14096
C 1.17513 1.38017 0.01581
C -0.13802 1.09073 -0.18390
H -3.62626 1.07878 -0.19272
H -2.16426 -0.77713 -0.92162
H -1.95136 -1.80304 0.27410
H 0.63617 -2.00244 -0.43544
H 2.09238 -0.03663 -1.28053
H 2.37479 -1.18577 1.70636
H 1.57976 2.41115 0.22690
H -0.80729 1.80575 -0.32582
O -2.50314 0.35766 0.78338
O 3.00107 -0.19723 0.67672

Calculated values
Highest occupied orbital energy (eV): -8.383
Multiplicity: 1
Frontier orbital gap (eV): 6.871

Atomic partial charges in e from the Löwdin method, atoms 1 to 8: number 1, C, carries -0.296; number 2, C, carries -0.238; number 3, C, carries -0.008; number 4, C, carries -0.479; number 5, C, carries 0.003; number 6, C, carries -0.027; number 7, H, carries 0.338; number 8, H, carries 0.117

---

It is version P that is the most stable of them.

---

Version P
One molecule with the formula C6H8O2. Source: the Open Molecules 2025 dataset; level of theory: wB97M-V/def2-TZVPD.

Geometry (Å):
C 1.65066 2.25988 -0.08650
C 1.07127 1.11115 0.31725
C 0.34502 0.41967 1.35292
C 0.50828 -0.06700 -0.19045
C -0.88968 -0.58807 -1.02422
C -1.39846 -1.98088 -0.76108
O -1.74625 -2.71375 -1.63645
O -1.56204 -2.14545 0.59959
H 2.00618 2.34218 -1.05722
H 2.10630 3.03188 0.63849
H 0.89316 0.11015 2.20988
H -0.71150 1.01143 1.54174
H 0.94322 -1.00676 0.18031
H -0.37334 -0.61424 -1.94447
H -1.79207 0.04289 -1.08182
H -1.05073 -1.21310 0.94202

Calculated values
Highest occupied orbital energy (eV): -10.048
SMILES string: C=C1C[C@H]1CC(=O)O
Multiplicity: 1
Frontier orbital gap (eV): 10.669

Atomic partial charges in e from the Löwdin method, atoms 1 to 8: number 1, C, carries 0.088; number 2, C, carries -0.360; number 3, C, carries -0.094; number 4, C, carries -0.119; number 5, C, carries -0.031; number 6, C, carries -0.554; number 7, O, carries 0.129; number 8, O, carries 0.036

---

Version Q
One molecule with the formula C6H8O2. Source: the Open Molecules 2025 dataset; level of theory: wB97M-V/def2-TZVPD.

Geometry (Å):
C 1.88797 0.19912 -0.28257
C 0.61082 1.27496 -0.36011
C -0.72112 0.85287 0.44235
C -0.04294 -0.83074 -0.04517
C -1.62761 -0.94972 -0.49289
C -1.86462 0.30023 -0.32003
H 2.60115 0.23790 0.64591
H 2.30198 0.22050 -1.33825
H 0.42040 1.45951 -1.51712
H 0.93735 2.52382 -0.24642
H -1.09968 1.49540 1.42932
H 0.00028 -0.32045 -0.94657
H -2.01668 -1.78272 -0.73561
H -2.72619 1.01777 -0.53590
O -0.19987 -0.14316 1.13607
O 1.46567 -1.09834 0.06333

Calculated values
Highest occupied orbital energy (eV): -9.305
Multiplicity: 1
Frontier orbital gap (eV): 10.113

Atomic partial charges in e from the Löwdin method, atoms 1 to 8: number 1, C, carries -0.174; number 2, C, carries -0.105; number 3, C, carries -0.414; number 4, C, carries -0.270; number 5, C, carries 0.099; number 6, C, carries -0.058; number 7, H, carries 0.158; number 8, H, carries 0.125

---

Version R
C6H8O2 as an isolated structure. Source: the Open Molecules 2025 dataset; level of theory: wB97M-V/def2-TZVPD.

Geometry (Å):
C 0.53961 -0.80173 -1.19754
C -0.34609 1.61867 -0.73254
C -0.39824 0.15111 -0.52614
C -1.03364 -0.44028 0.56546
C 1.40266 -1.05182 0.01863
O -1.74644 0.31571 1.47306
C 0.91392 -0.55961 1.18766
O 1.16153 -0.13490 2.28539
H -1.48594 -0.01056 2.35157
H -1.38248 -1.46749 0.45628
H 1.10827 -0.32438 -1.99639
H 0.03957 -1.69982 -1.57506
H 2.32750 -1.61568 0.03582
H 0.46137 1.93547 -1.39168
H -0.26387 2.14766 0.21618
H -1.29774 1.93763 -1.17071

Calculated values
Highest occupied orbital energy (spin up / spin down) (eV): -8.211 / -8.211
Multiplicity: 1
Frontier orbital gap (spin up / spin down) (eV): 8.605 / 8.606

Atomic partial charges in e from the Löwdin method, atoms 1 to 8: number 1, C, carries -0.147; number 2, C, carries -0.015; number 3, C, carries -0.231; number 4, C, carries -0.208; number 5, C, carries -0.064; number 6, O, carries 0.005; number 7, C, carries -0.302; number 8, O, carries 0.093

---

It is version R that is the most stable of them.

---

Version P
One molecule with the formula C6H8O2. Source: the Open Molecules 2025 dataset; level of theory: wB97M-V/def2-TZVPD.

Geometry (Å):
C 2.42580 -0.25508 0.14130
C 1.19022 0.28792 -0.04556
C 0.59744 1.54064 -0.34592
C -0.74186 1.47483 -0.02837
C -1.06747 0.24241 0.56092
O -2.20316 -0.31207 -0.11311
C 0.20177 -0.78582 0.54014
O -0.21916 -1.56118 -0.57578
H 2.73791 -1.23782 0.39528
H 3.40245 0.22349 0.05126
H 1.13842 2.43002 -0.77703
H -1.43788 2.12663 -0.45341
H -1.36309 0.38515 1.69892
H -1.63558 -1.07037 -0.51768
H 0.33197 -1.30756 1.42817
H 0.56904 -1.59294 -1.24945

Calculated values
Highest occupied orbital energy (eV): -8.735
SMILES string: C=C1C=C[C@@H](O)[C@H]1O
Multiplicity: 1
Frontier orbital gap (eV): 9.184

Atomic partial charges in e from the Löwdin method, atoms 1 to 8: number 1, C, carries 0.059; number 2, C, carries -0.260; number 3, C, carries -0.011; number 4, C, carries -0.020; number 5, C, carries -0.357; number 6, O, carries -0.062; number 7, C, carries -0.193; number 8, O, carries -0.065

---

Version Q
One molecule with the formula C6H8O2. Source: the Open Molecules 2025 dataset; level of theory: wB97M-V/def2-TZVPD.

Geometry (Å):
C 0.35343 0.20170 -1.90623
C 0.07972 -0.88156 -1.22272
C 0.20928 -1.00197 0.28372
C -1.01326 -0.83174 1.22509
O -0.32170 0.22608 1.95310
C 0.60475 0.38945 0.89095
C 0.14100 1.49661 0.00763
O 0.63001 1.45667 -1.32099
H 0.52322 0.25306 -2.98193
H 0.02441 -1.79685 -1.80117
H 0.87190 -1.82099 0.63657
H -1.28112 -1.65770 1.93835
H -1.89197 -0.44860 0.72936
H 1.63381 0.51828 1.23106
H -0.99391 1.44061 -0.05043
H 0.43042 2.45695 0.38764

Calculated values
Highest occupied orbital energy (eV): -9.105
SMILES string: C1=C[C@@H]2CO[C@@H]2CO1
Multiplicity: 1
Frontier orbital gap (eV): 10.086

Atomic partial charges in e from the Löwdin method, atoms 1 to 8: number 1, C, carries -0.113; number 2, C, carries -0.056; number 3, C, carries -0.171; number 4, C, carries -0.114; number 5, O, carries -0.087; number 6, C, carries -0.289; number 7, C, carries -0.154; number 8, O, carries -0.076

---

Version R
One molecule with the formula C6H8O2. Source: the Open Molecules 2025 dataset; level of theory: wB97M-V/def2-TZVPD.

Geometry (Å):
C -0.66012 1.14086 -0.50611
C -1.45304 -0.16275 -0.37607
O -1.45266 -0.47652 0.96445
C -0.06374 -0.40661 1.20370
C 0.55220 0.85532 0.37008
C 1.54889 -0.24654 -0.28345
C 0.41031 -1.21090 -0.03437
O -0.61278 -1.09665 -0.98637
H -1.31152 1.79186 0.02723
H -0.46225 1.50442 -1.50538
H -2.46534 -0.18795 -0.85112
H 0.21887 -0.55210 2.20910
H 1.02978 1.64339 0.82844
H 1.69247 -0.01298 -1.35038
H 2.44699 -0.33043 0.37448
H 0.58196 -2.25242 -0.08423

Calculated values
Highest occupied orbital energy (eV): -9.409
SMILES string: C1[C@@H]2O[C@@H]3[C@H]1C[C@@H]3O2
Multiplicity: 1
Frontier orbital gap (eV): 10.415

Atomic partial charges in e from the Löwdin method, atoms 1 to 8: number 1, C, carries -0.069; number 2, C, carries -0.369; number 3, O, carries 0.005; number 4, C, carries -0.131; number 5, C, carries -0.141; number 6, C, carries -0.037; number 7, C, carries -0.291; number 8, O, carries -0.011

---

Version S
C6H8O2 as an isolated structure. Source: the Open Molecules 2025 dataset; level of theory: wB97M-V/def2-TZVPD.

Geometry (Å):
C -2.29346 0.22120 -0.11057
C -1.15063 -0.65988 -0.38987
C -0.05285 -0.47963 0.56318
C 1.22827 -1.32444 0.05964
C 1.19840 0.23778 0.08614
C 1.98781 1.42849 -0.06735
H -0.70763 1.39705 0.25090
H -1.76745 -1.79336 -0.54721
H -0.76816 -0.49554 -1.43981
H 0.03317 -0.26851 1.74291
H 1.43097 -1.52293 -1.04188
H 1.50583 -2.11125 0.84495
H 1.54468 2.28512 0.11741
H 3.10593 1.63304 -0.32918
O -1.89019 1.58312 0.04526
O -3.40469 -0.13026 0.21550

Calculated values
Highest occupied orbital energy (eV): -9.929
Multiplicity: 1
Frontier orbital gap (eV): 10.343

Atomic partial charges in e from the Löwdin method, atoms 1 to 8: number 1, C, carries -0.525; number 2, C, carries -0.165; number 3, C, carries -0.275; number 4, C, carries -0.060; number 5, C, carries -0.228; number 6, C, carries 0.084; number 7, H, carries 0.214; number 8, H, carries 0.214

---

It is version R that is the most stable of them.

---

Version P
An isolated ion of composition C4H8N2 and charge +2. Source: the Open Molecules 2025 dataset; level of theory: wB97M-V/def2-TZVPD.

Geometry (Å):
C 2.09228 -2.41861 -1.71695
C 1.20513 -1.16344 -0.95057
N 0.48254 -0.41582 -0.29798
C -0.09153 0.31808 0.70096
N -1.04419 1.07102 0.39912
C -1.61722 1.91804 1.40731
H 1.89018 -2.08612 -2.69293
H 3.18789 -2.19994 -1.65073
H 1.62698 -3.44760 -1.40969
H 0.35532 0.23998 1.74336
H -1.21508 1.25215 -0.58083
H -1.20052 1.63896 2.44932
H -2.62505 1.54836 1.40089
H -1.63778 2.99662 1.06684

Calculated values
Highest occupied orbital energy (eV): -21.518
SMILES string: CC#[N+]/C=[NH+]/C
Multiplicity: 1
Net charge: +2
Frontier orbital gap (eV): 10.354

Atomic partial charges in e from the Löwdin method, atoms 1 to 8: number 1, C, carries 0.125; number 2, C, carries 0.316; number 3, N, carries 0.224; number 4, C, carries -0.017; number 5, N, carries 0.103; number 6, C, carries 0.035; number 7, H, carries 0.058; number 8, H, carries 0.125

---

Version Q
A 2-piece molecular cluster, C4H8N2 overall. Source: the Open Molecules 2025 dataset; level of theory: wB97M-V/def2-TZVPD.

Geometry (Å):
C -3.64640 0.02003 -0.25099
C 0.74945 0.32875 0.02454
C -4.77345 -0.16678 0.30282
C 2.17282 0.56219 0.36423
N -0.32995 0.18789 -0.19742
N 3.08555 -0.49923 -0.20189
H -5.74443 -0.53382 0.75957
H -2.98412 0.77061 0.03675
H -3.25476 -0.52616 -1.14885
H 2.35791 0.41486 1.50034
H 2.36127 1.55798 -0.09706
H 3.16527 -0.52328 -1.29351
H 2.73702 -1.35510 0.17011
H 4.10382 -0.23794 0.03135

Calculated values
Highest occupied orbital energy (eV): -20.277
Multiplicity: 1
Net charge: +2
Frontier orbital gap (eV): 10.069

Atomic partial charges in e from the Löwdin method, atoms 1 to 8: number 1, C, carries 0.099; number 2, C, carries -0.182; number 3, C, carries 0.423; number 4, C, carries -0.094; number 5, N, carries 0.205; number 6, N, carries 0.179; number 7, H, carries 0.164; number 8, H, carries 0.082

---

It is version P that is the most stable of them.